1.
Here is C5H6CrLiO4 as an isolated structure in a non-equilibrium geometry from the Open Molecules 2025 dataset. Energies are from wB97M-V/def2-TZVPD.

Atoms and positions in Å:
O (2.936, 0.869, 1.560)
C (2.352, 0.591, 0.483)
O (2.549, 1.216, -0.587)
O (1.507, -0.456, 0.523)
C (0.755, -0.782, -0.646)
Li (3.842, 2.239, 0.492)
H (0.576, -1.863, -0.603)
H (1.405, -0.667, -1.522)
C (-0.546, 0.109, -0.933)
C (-1.305, -0.234, 0.275)
H (-0.930, -0.210, -1.910)
H (-0.355, 1.190, -0.996)
Cr (-2.562, -2.143, 0.859)
O (-3.465, -0.525, 1.270)
C (-2.610, 0.153, 0.513)
H (-3.081, 0.849, -0.201)
H (-1.068, -0.336, 1.423)

Summary:
Net charge = +1
Gap between HOMO and LUMO (spin up / spin down) = 6.942 / 6.982 eV
Spin multiplicity = 5
F_max = 0.1002 hartree/bohr

Löwdin population analysis, charges in e, atoms 1 to 2: -0.07 -0.80

***

2.
Here is C27H36AuN7 as an isolated structure in a non-equilibrium geometry from the Open Molecules 2025 dataset. Energies are from wB97M-V/def2-TZVPD.

Atoms and positions in Å:
Au (-0.322, -0.437, 0.087)
C (-0.994, 3.965, 2.568)
N (-0.733, 3.969, 1.136)
C (-1.372, 5.013, 0.322)
C (-1.373, 4.424, -1.096)
N (-0.764, 3.111, -0.905)
C (-0.362, 2.299, -2.032)
C (-0.409, 2.881, 0.379)
N (0.159, 1.762, 0.745)
C (0.914, 1.652, 1.989)
C (1.944, 0.554, 1.794)
N (1.286, -0.761, 1.595)
C (1.823, -1.865, 2.091)
N (1.356, -3.119, 1.820)
C (0.332, -3.485, 0.875)
C (2.292, -4.151, 2.254)
C (3.181, -3.396, 3.225)
N (2.890, -1.989, 2.926)
C (3.526, -1.007, 3.801)
H (-1.311, 4.968, 2.846)
H (-0.118, 3.731, 3.158)
H (-1.803, 3.277, 2.838)
H (-0.814, 5.944, 0.388)
H (-2.385, 5.198, 0.680)
H (-0.776, 5.016, -1.789)
H (-2.378, 4.336, -1.507)
H (-0.039, 2.951, -2.846)
H (-1.180, 1.673, -2.401)
H (0.476, 1.665, -1.746)
H (0.277, 1.375, 2.839)
H (1.443, 2.571, 2.246)
H (2.616, 0.583, 2.637)
H (2.527, 0.793, 0.902)
H (-0.601, -2.961, 1.072)
H (0.139, -4.549, 1.005)
H (0.639, -3.318, -0.163)
H (2.850, -4.552, 1.406)
H (1.757, -4.969, 2.732)
H (4.237, -3.603, 3.071)
H (2.933, -3.615, 4.264)
H (4.095, -1.569, 4.537)
H (2.794, -0.412, 4.346)
H (4.222, -0.358, 3.273)
C (-5.711, -1.144, 3.738)
C (-4.925, -0.044, 4.074)
C (-3.978, 0.408, 3.179)
C (-3.806, -0.250, 1.945)
C (-4.601, -1.372, 1.627)
C (-5.556, -1.805, 2.515)
C (-2.831, 0.241, 1.042)
C (-2.421, -0.369, -0.136)
C (-2.887, -0.940, -1.254)
C (-4.186, -0.673, -1.852)
C (-4.417, -1.037, -3.116)
C (-3.409, -1.739, -3.943)
C (-2.247, -2.119, -3.439)
C (-1.948, -1.866, -1.978)
H (-6.456, -1.498, 4.439)
H (-5.062, 0.454, 5.025)
H (-3.367, 1.272, 3.415)
H (-4.458, -1.886, 0.684)
H (-6.178, -2.656, 2.276)
H (-2.299, 1.144, 1.342)
H (-4.916, -0.106, -1.287)
H (-5.368, -0.787, -3.571)
H (-3.647, -1.962, -4.974)
H (-1.532, -2.686, -4.023)
H (-2.022, -2.837, -1.456)
N (0.512, -1.313, -2.240)
C (-0.565, -1.381, -1.699)
H (0.775, -1.570, -3.187)

Summary:
Net charge = +2
Gap between HOMO and LUMO = 5.769 eV
Energy relative to the best compared isomer or geometry (same formula, charge and spin) = 48.4 kcal/mol
F_max = 0.0286 hartree/bohr

Löwdin population analysis, charges in e, atoms 1 to 2: 1.15 -0.02

***

3.
Here is the molecule C5H7NO from the Open Molecules 2025 dataset. Energies are from wB97M-V/def2-TZVPD.

Atoms and positions in Å:
O (-3.069, 1.483, -0.209)
C (-2.386, 0.462, -0.907)
C (-1.158, 0.021, -0.227)
C (-0.180, -0.328, 0.388)
C (1.014, -0.703, 1.118)
C (2.341, -0.423, 0.504)
N (1.889, 0.348, 1.650)
H (-3.183, 1.183, 0.702)
H (-3.033, -0.412, -1.080)
H (-2.142, 0.880, -1.889)
H (0.915, -1.562, 1.778)
H (2.339, 0.041, -0.480)
H (3.170, -1.100, 0.698)
H (1.549, 1.259, 1.353)

Summary:
Structure (SMILES) = OCC#C[C@H]1CN1
Gap between HOMO and LUMO = 10.204 eV
Energy relative to the best compared isomer or geometry (same formula, charge and spin) = 76.7 kcal/mol
F_max = 0.0094 hartree/bohr

Löwdin population analysis, charges in e, atoms 1 to 2: -0.06 -0.28

***

4.
Here is a 2-piece molecular cluster, C3H9N3O overall in a non-equilibrium geometry from the Open Molecules 2025 dataset. Energies are from wB97M-V/def2-TZVPD.

Atoms and positions in Å:
C (-0.861, 0.892, 1.841)
C (0.967, 0.029, 0.664)
O (-0.163, -0.259, 1.426)
N (1.619, -1.190, 0.347)
H (2.539, -1.006, -0.035)
H (1.649, 0.707, 1.204)
H (-0.240, 1.507, 2.508)
H (-1.170, 1.508, 0.986)
H (-1.740, 0.544, 2.375)
N (-0.088, -1.325, -2.058)
C (-0.668, -0.253, -1.970)
N (-1.265, 0.753, -2.321)
H (-0.424, -2.133, -2.549)
H (1.063, -1.659, -0.380)
H (-1.761, 1.370, -1.700)
H (0.546, 0.515, -0.338)

Summary:
Structure (SMILES) = N=C=N.COCN
Gap between HOMO and LUMO = 9.760 eV
Energy relative to the best compared isomer or geometry (same formula, charge and spin) = 61.8 kcal/mol
F_max = 0.0551 hartree/bohr

Löwdin population analysis, charges in e, atoms 1 to 2: -0.12 -0.38

***

5.
Here is C18H16N6O2S2Ti as an isolated structure in a non-equilibrium geometry from the Open Molecules 2025 dataset. Energies are from wB97M-V/def2-TZVPD.

Atoms and positions in Å:
Ti (0.130, -0.746, -0.751)
N (0.728, 0.951, 0.963)
C (0.325, 2.162, 0.307)
C (1.265, 3.129, -0.007)
C (0.888, 4.267, -0.703)
C (-0.437, 4.437, -1.074)
C (-1.372, 3.465, -0.742)
C (-1.012, 2.314, -0.050)
C (-2.007, 1.262, 0.311)
C (-3.214, 1.688, 0.870)
C (-4.186, 0.773, 1.245)
C (-3.941, -0.577, 1.053)
C (-2.736, -0.989, 0.492)
C (-1.717, -0.109, 0.097)
H (0.092, 0.732, 1.723)
H (1.669, 1.045, 1.327)
H (2.301, 2.985, 0.286)
H (1.630, 5.016, -0.952)
H (-0.741, 5.317, -1.628)
H (-2.406, 3.583, -1.045)
H (-3.382, 2.749, 1.027)
H (-5.118, 1.110, 1.684)
H (-4.687, -1.312, 1.337)
H (-2.608, -2.058, 0.346)
N (3.216, 0.686, -1.638)
C (3.308, -0.288, -0.723)
N (2.280, -1.014, -0.378)
C (2.581, -1.888, 0.658)
C (3.838, -1.825, 1.112)
S (4.720, -0.629, 0.222)
C (1.486, -2.830, 0.975)
C (1.453, -3.878, 1.802)
S (0.055, -4.843, 1.463)
C (-0.406, -3.735, 0.215)
N (0.393, -2.709, 0.122)
N (-1.493, -3.861, -0.560)
H (2.307, 0.758, -2.115)
H (4.041, 1.055, -2.074)
H (4.321, -2.430, 1.863)
H (2.165, -4.178, 2.556)
H (-1.965, -4.744, -0.620)
H (-1.544, -3.227, -1.355)
O (-0.523, -1.542, -2.311)
N (-0.147, -0.476, -3.117)
O (0.452, 0.404, -2.213)

Summary:
Gap between HOMO and LUMO (spin up / spin down) = 6.486 / 7.965 eV
Energy relative to the best compared isomer or geometry (same formula, charge and spin) = 2.8 kcal/mol
Spin multiplicity = 3
F_max = 0.0289 hartree/bohr

Löwdin population analysis, charges in e, atoms 1 to 2: 0.91 0.07

***

6.
Here is a 2-piece molecular cluster, C6H12N2 overall in a non-equilibrium geometry from the Open Molecules 2025 dataset. Energies are from wB97M-V/def2-TZVPD.

Atoms and positions in Å:
C (-1.394, 2.474, -0.133)
C (-0.250, 1.707, -0.824)
H (-1.705, 1.858, 0.721)
H (-1.100, 3.533, -0.028)
H (-2.217, 2.577, -0.833)
H (0.189, 2.157, -1.722)
H (0.547, 1.652, -0.073)
H (-0.681, 0.730, -1.037)
C (2.161, -1.205, -0.695)
C (0.919, -1.391, 0.104)
C (0.467, -0.868, 1.297)
C (-1.070, -2.253, 0.407)
N (-0.009, -2.350, -0.316)
N (-0.828, -1.345, 1.434)
H (3.034, -1.122, -0.022)
H (2.103, -0.169, -1.122)
H (0.989, -0.311, 2.046)
H (-1.874, -2.982, 0.428)
H (-1.540, -0.763, 1.850)
H (2.260, -1.931, -1.482)

Summary:
Structure (SMILES) = Cc1c[nH]cn1.CC
Gap between HOMO and LUMO = 9.416 eV
Energy relative to the best compared isomer or geometry (same formula, charge and spin) = 18.6 kcal/mol
F_max = 0.0462 hartree/bohr

Löwdin population analysis, charges in e, atoms 1 to 2: -0.17 -0.18